[1]
{
  "formula": "C5H7N4",
  "method": "ωB97M-V with the def2-TZVPD basis set",
  "homo_lumo_gap_ev": [7.62, 7.62],
  "total_charge": 1,
  "symbols": ["C", "C", "C", "C", "C", "N", "N", "N", "N", "H", "H", "H", "H", "H", "H", "H"],
  "positions_angstrom": [[-1.8980, 1.5820, -0.5548], [-0.6198, 1.4965, -0.3142], [-1.0363, -1.5070, 0.5523], [1.3425, -1.0114, -0.3424], [0.4166, 1.0464, 0.3863], [-2.4081, 0.4055, -0.1136], [-2.1144, -0.7610, 0.3482], [1.5208, 0.2661, -0.1797], [0.2303, -1.7007, -0.0896], [-2.5874, 2.1256, -1.2156], [2.1859, -1.6287, -0.7555], [0.4324, 1.1196, 1.4700], [-1.3380, -2.1942, 1.4776], [-2.9967, -1.0982, 0.7667], [2.4057, 0.5896, -0.6180], [0.2493, -2.7021, -0.2756]],
  "atomic_forces_ev_per_a": [[0.76, -1.94, -1.42], [3.06, 0.33, 0.71], [-0.84, -1.62, 2.83], [0.08, -1.41, -0.48], [-0.42, 0.87, -0.15], [-4.24, -1.57, 0.07], [0.43, 2.99, -0.53], [-0.07, 0.04, -0.65], [-0.95, -0.42, 0.49], [0.72, 0.42, 0.82], [-0.98, 0.76, 0.30], [0.36, 0.27, -0.12], [1.38, 0.83, -2.62], [0.95, -0.33, 0.10], [-1.02, 0.46, 0.82], [0.79, 0.32, -0.18]]
}

[2]
{
  "formula": "C5H7N4",
  "method": "ωB97M-V with the def2-TZVPD basis set",
  "homo_lumo_gap_ev": 11.50,
  "smiles": "C#C[C@@H](C#N)[NH+]=C(N)N",
  "total_charge": 1,
  "symbols": ["C", "C", "C", "C", "N", "N", "C", "N", "N", "H", "H", "H", "H", "H", "H", "H"],
  "positions_angstrom": [[-1.1065, 2.7210, 0.8382], [-1.1034, 1.5381, 0.7360], [-1.2482, 0.0862, 0.7674], [-1.8068, -0.4986, -0.4630], [-2.1314, -0.9580, -1.4391], [0.1024, -0.5216, 0.8022], [0.9322, -0.6583, -0.2169], [2.2147, -0.9378, 0.0667], [0.4961, -0.6250, -1.4911], [-1.2208, 3.7886, 0.7958], [-1.8977, -0.1176, 1.5626], [0.5419, -0.4091, 1.7186], [2.8649, -1.1524, -0.6472], [2.5197, -0.8863, 1.0799], [1.1613, -0.4937, -2.2043], [-0.3184, -0.8756, -1.9058]],
  "atomic_forces_ev_per_a": [[-0.27, 1.25, -0.34], [-0.46, -0.55, -0.09], [1.69, 0.65, -2.72], [-0.80, 1.39, 2.19], [-1.35, -1.08, -1.82], [-0.46, 0.08, 2.56], [-0.06, -0.96, -1.33], [-0.81, 0.91, 2.29], [4.25, 1.03, 1.46], [0.28, -0.27, 0.20], [-0.43, -1.11, 1.55], [-0.17, -0.33, -0.43], [0.61, -0.24, -0.49], [-0.24, -0.09, -2.13], [1.42, 0.09, -0.54], [-3.22, -0.77, -0.37]]
}

[3]
{
  "formula": "C5H7N4",
  "method": "ωB97M-V with the def2-TZVPD basis set",
  "homo_lumo_gap_ev": [8.30, 6.63],
  "s2": 2.093,
  "multiplicity": 3,
  "total_charge": 1,
  "symbols": ["C", "C", "C", "C", "C", "N", "N", "N", "N", "H", "H", "H", "H", "H", "H", "H"],
  "positions_angstrom": [[2.6745, 0.4308, -0.1895], [-0.1427, 1.7622, -0.0056], [0.5381, -0.8056, -0.0044], [0.9721, -2.2493, 0.0551], [-2.5123, 1.1788, 0.0646], [3.8258, 0.5453, -0.3457], [-0.7447, -0.4691, -0.0478], [1.4466, 0.1143, 0.0793], [-1.0371, 0.8139, 0.0165], [0.0075, 2.7372, 0.1075], [0.7808, -2.6380, -0.9015], [2.1075, -2.3615, 0.1414], [0.5939, -2.7230, 1.1007], [-3.0826, 0.7114, -0.9131], [-2.9435, 0.6668, 0.9520], [-2.4838, 2.2859, -0.1095]],
  "atomic_forces_ev_per_a": [[-0.87, -2.15, 0.54], [-0.56, -5.82, -0.18], [1.23, -1.59, 0.53], [1.26, 0.00, 3.38], [-0.74, -1.13, -2.63], [0.17, 0.62, -0.15], [0.07, -1.69, -0.15], [0.69, 3.22, -0.38], [-0.04, 3.59, -0.31], [-0.23, 4.10, 0.27], [-1.07, -1.52, -0.80], [-1.46, 0.73, -0.02], [0.27, 0.63, -3.05], [1.77, 1.00, 2.42], [0.19, 1.07, -0.43], [-0.68, -1.06, 0.97]]
}

[4]
{
  "formula": "C5H7N4O2",
  "method": "ωB97M-V with the def2-TZVPD basis set",
  "homo_lumo_gap_ev": [7.18, 7.17],
  "total_charge": 1,
  "symbols": ["C", "C", "C", "C", "C", "N", "N", "N", "N", "O", "O", "H", "H", "H", "H", "H", "H", "H"],
  "positions_angstrom": [[1.0915, 2.0052, -0.3890], [-0.1856, 2.4650, -0.2224], [-0.2101, 0.2301, -0.0142], [-0.5866, -1.1309, 0.4789], [0.4586, -2.0333, -0.0826], [1.0538, 0.6527, -0.2884], [-0.9548, 1.3612, 0.0386], [1.9700, -0.2811, -0.6014], [3.2023, 0.0991, -0.0058], [4.1832, -0.4107, -0.4310], [3.1437, 0.7982, 0.9732], [1.9787, 2.5176, -0.7100], [-0.4093, 3.5685, -0.2774], [-0.5977, -1.2776, 1.5384], [-1.5970, -1.3164, 0.1049], [1.0995, -2.5085, 0.4988], [0.3828, -2.2184, -1.0958], [-2.0311, 1.1944, 0.0193]],
  "atomic_forces_ev_per_a": [[-0.49, 0.41, -0.52], [0.94, 1.33, -0.10], [1.12, 2.37, 0.75], [0.84, -0.28, -0.68], [-1.76, 4.38, -1.59], [-2.50, -1.18, 0.64], [-3.28, -1.48, -0.41], [-0.33, -1.74, -1.18], [0.01, -1.13, 1.79], [0.54, -0.57, -1.18], [-0.12, 1.21, 0.61], [0.06, 0.12, 0.20], [-0.55, -1.79, 0.16], [-0.08, 0.70, 0.85], [0.11, -0.47, -0.26], [2.67, -2.45, 2.55], [0.20, -0.75, -1.94], [2.60, 1.32, 0.31]]
}

[5]
{
  "formula": "C5H7NO",
  "method": "ωB97M-V with the def2-TZVPD basis set",
  "homo_lumo_gap_ev": [7.57, 7.57],
  "total_charge": 0,
  "symbols": ["C", "C", "C", "C", "O", "C", "N", "H", "H", "H", "H", "H", "H", "H"],
  "positions_angstrom": [[1.5776, 0.2601, 0.5761], [0.8975, -1.0462, 0.5044], [-1.5631, -0.1251, -0.1899], [-1.3889, 1.3573, -0.0494], [-0.6988, 2.0242, -0.7875], [1.0919, -1.8157, -0.6579], [1.2418, -2.6004, -1.5096], [2.6313, -0.0372, 0.7276], [1.2715, 0.8449, 1.4479], [1.5560, 0.8801, -0.3282], [-0.7803, -0.6286, 0.4334], [-1.4443, -0.4460, -1.2275], [-2.4972, -0.4922, 0.2413], [-1.8949, 1.8248, 0.8191]],
  "atomic_forces_ev_per_a": [[-0.12, 0.01, 0.02], [0.47, -0.04, -0.02], [-0.15, 0.06, -0.21], [0.23, 0.09, -0.17], [-0.33, -0.31, 0.30], [0.16, -0.44, -0.43], [-0.13, 0.65, 0.59], [-0.05, -0.01, -0.02], [0.06, -0.12, -0.14], [0.02, -0.13, 0.02], [-0.20, 0.04, 0.07], [0.00, 0.06, 0.17], [0.01, 0.12, -0.10], [0.03, 0.02, -0.07]]
}

[6]
{
  "formula": "C5H7NO",
  "method": "ωB97M-V with the def2-TZVPD basis set",
  "homo_lumo_gap_ev": 9.36,
  "total_charge": 0,
  "symbols": ["O", "C", "C", "C", "C", "C", "N", "H", "H", "H", "H", "H", "H", "H"],
  "positions_angstrom": [[0.0941, -1.4379, -2.3017], [-0.4212, -0.7589, -1.2928], [0.3578, -1.0604, -0.0783], [0.9708, 0.0797, 0.6800], [0.2320, 1.3946, 0.4878], [-1.0333, 0.5884, 0.8795], [-0.2000, -0.6194, 1.2217], [-0.4600, -1.2317, -3.0709], [-1.7100, 0.3640, 0.0642], [0.8997, -2.0037, -0.0041], [1.9641, -0.0495, 1.1099], [0.2680, 1.8621, -0.5000], [0.5253, 2.1243, 1.2492], [-1.5709, 0.9485, 1.7538]],
  "atomic_forces_ev_per_a": [[-0.31, 0.06, 0.02], [0.64, -0.39, -0.19], [-0.16, -0.11, -0.39], [0.29, 0.13, 0.03], [-0.07, 0.07, -0.01], [-0.05, 0.22, 0.40], [-0.18, -0.10, 0.12], [0.28, -0.12, 0.10], [-0.15, 0.29, 0.12], [-0.07, 0.14, -0.10], [-0.19, 0.03, -0.17], [-0.01, -0.09, 0.16], [-0.14, -0.14, -0.13], [0.12, 0.00, 0.04]]
}

[7]
{
  "formula": "C5H7NO",
  "method": "ωB97M-V with the def2-TZVPD basis set",
  "homo_lumo_gap_ev": 9.19,
  "smiles": "Cc1occc1N",
  "total_charge": 0,
  "symbols": ["C", "C", "O", "C", "C", "C", "N", "H", "H", "H", "H", "H", "H", "H"],
  "positions_angstrom": [[-1.6251, -1.0759, 0.0097], [-0.2517, -0.5660, 0.1425], [0.7832, -1.4156, 0.4585], [1.9211, -0.7212, 0.3247], [1.6793, 0.5921, -0.0293], [0.2389, 0.6732, -0.0175], [-0.4774, 1.8555, -0.2993], [-2.1755, -0.3780, -0.6337], [-1.6461, -2.0725, -0.4404], [-2.0979, -1.1055, 0.9926], [2.8137, -1.2875, 0.5652], [1.6265, 0.7684, -1.1114], [0.1791, 2.6060, -0.5082], [-0.9681, 2.1269, 0.5465]],
  "atomic_forces_ev_per_a": [[-0.19, -0.10, 0.19], [-0.35, 0.25, 0.43], [-0.03, -0.07, 0.52], [-0.07, -0.20, -0.23], [-0.59, -0.54, -0.58], [-0.57, -0.40, 0.28], [-0.02, 0.02, 0.07], [0.04, -0.19, 0.19], [-0.02, 0.12, 0.11], [-0.31, -0.19, -0.09], [-0.09, 0.13, -0.41], [2.50, 1.21, -0.31], [-0.14, -0.18, 0.05], [-0.15, 0.13, -0.22]]
}

[8]
{
  "formula": "C5H7NO",
  "method": "ωB97M-V with the def2-TZVPD basis set",
  "homo_lumo_gap_ev": 10.92,
  "smiles": "[H]/N=C/OCCC#C",
  "total_charge": 0,
  "symbols": ["H", "N", "C", "O", "C", "C", "C", "C", "H", "H", "H", "H", "H", "H"],
  "positions_angstrom": [[-0.9397, -0.3991, 3.3764], [-0.3097, -0.2316, 2.5966], [-0.4908, -1.1124, 1.7063], [0.1706, -1.1616, 0.5410], [1.0978, -0.1141, 0.2452], [0.7939, 0.4034, -1.1570], [-0.4716, 1.1403, -1.2274], [-1.5003, 1.7635, -1.2694], [-1.1957, -1.9487, 1.7459], [2.1045, -0.5449, 0.2779], [1.0213, 0.6781, 0.9924], [1.6151, 1.0574, -1.4746], [0.7702, -0.4434, -1.8526], [-2.4091, 2.3229, -1.3057]],
  "atomic_forces_ev_per_a": [[0.08, 0.02, -0.05], [-0.12, -0.33, -0.22], [-0.05, 0.13, 0.21], [-0.06, -0.01, 0.05], [0.15, 0.15, -0.01], [0.06, -0.03, -0.04], [-0.38, 0.26, -0.03], [0.36, -0.22, 0.03], [0.09, 0.14, 0.04], [-0.14, 0.06, -0.01], [0.00, -0.11, -0.11], [-0.12, -0.07, 0.05], [-0.01, 0.12, 0.08], [0.16, -0.12, 0.01]]
}

[9]
{
  "formula": "C5H7NO",
  "method": "ωB97M-V with the def2-TZVPD basis set",
  "homo_lumo_gap_ev": 9.14,
  "smiles": "Cc1cocc1N",
  "total_charge": 0,
  "symbols": ["C", "C", "C", "O", "C", "C", "N", "H", "H", "H", "H", "H", "H", "H"],
  "positions_angstrom": [[-1.6862, 0.2936, 0.6605], [-0.4978, -0.3713, 0.0409], [-0.3382, -1.6302, -0.4413], [0.9281, -1.8342, -0.8755], [1.6044, -0.6663, -0.6817], [0.7859, 0.2608, -0.1197], [1.0545, 1.5666, 0.3361], [-2.3859, -0.4312, 1.0841], [-2.2412, 0.9070, -0.0608], [-1.3514, 0.9581, 1.4658], [-1.0074, -2.4748, -0.5287], [2.6451, -0.6668, -0.9711], [0.4679, 2.2554, -0.1217], [2.0224, 1.8334, 0.2132]],
  "atomic_forces_ev_per_a": [[-0.10, 0.02, 0.03], [0.07, -0.12, -0.04], [-0.18, 0.11, 0.10], [-0.02, 0.02, 0.02], [0.07, 0.18, 0.06], [0.00, -0.18, -0.08], [0.12, 0.06, -0.15], [0.09, 0.06, -0.08], [0.11, -0.09, 0.09], [-0.08, -0.13, -0.11], [0.09, 0.15, 0.03], [-0.16, 0.04, 0.05], [0.04, -0.07, 0.09], [-0.06, -0.04, -0.01]]
}

[10]
{
  "formula": "C5H7NO",
  "method": "ωB97M-V with the def2-TZVPD basis set",
  "homo_lumo_gap_ev": 10.94,
  "smiles": "C[C@H](C#N)CC=O",
  "total_charge": 0,
  "symbols": ["C", "C", "C", "N", "C", "C", "O", "H", "H", "H", "H", "H", "H", "H"],
  "positions_angstrom": [[-0.2733, -0.0976, 1.5165], [0.2115, -0.6157, 0.1538], [1.5428, -1.2228, 0.3023], [2.6038, -1.6690, 0.4202], [0.2856, 0.4790, -0.9346], [-1.1001, 0.9093, -1.3756], [-1.8589, 0.1718, -1.9570], [-0.2777, -0.9045, 2.2555], [-1.2909, 0.3000, 1.4425], [0.3861, 0.6947, 1.8856], [-0.4700, -1.3989, -0.2016], [0.8516, 1.3404, -0.5627], [0.8020, 0.0710, -1.8120], [-1.4127, 1.9422, -1.1329]],
  "atomic_forces_ev_per_a": [[-0.04, 0.04, 0.05], [-0.04, -0.05, 0.01], [0.95, -0.41, 0.09], [-1.04, 0.43, -0.10], [0.04, 0.02, 0.00], [-0.29, -0.29, -0.12], [0.34, 0.23, 0.27], [-0.01, 0.13, -0.14], [0.15, -0.06, -0.05], [-0.09, -0.11, -0.08], [0.13, 0.10, 0.02], [-0.05, -0.15, -0.05], [-0.10, 0.10, 0.12], [0.05, 0.01, -0.03]]
}

[11]
{
  "formula": "C5H7NO",
  "method": "ωB97M-V with the def2-TZVPD basis set",
  "homo_lumo_gap_ev": 8.51,
  "total_charge": 0,
  "symbols": ["C", "N", "C", "O", "C", "C", "C", "H", "H", "H", "H", "H", "H", "H"],
  "positions_angstrom": [[2.5066, -0.0294, 0.7512], [1.5034, 0.8941, 0.2589], [0.4473, 0.4217, -0.2294], [0.0112, -0.8950, -0.3394], [-1.2065, -0.3390, -0.9217], [-2.2230, 0.0073, 0.1780], [-0.6849, 1.0569, -1.0044], [3.4117, 0.1451, 0.1608], [2.7474, 0.2149, 1.7906], [2.2262, -1.0867, 0.6794], [-1.5815, -0.9134, -1.7700], [-2.0988, -0.6803, 1.0176], [-3.2410, 0.0187, -0.2122], [-2.0187, 1.0323, 0.5453]],
  "atomic_forces_ev_per_a": [[0.14, -0.14, 0.06], [-0.33, -0.16, -0.25], [0.46, 0.39, 0.12], [0.04, -0.05, 0.07], [-0.20, 0.03, -0.24], [-0.10, 0.07, 0.07], [0.04, -0.23, -0.02], [-0.05, -0.07, 0.13], [-0.06, 0.01, -0.15], [0.01, 0.16, 0.02], [0.05, 0.13, 0.20], [-0.05, 0.04, -0.16], [0.14, -0.04, 0.03], [-0.08, -0.16, 0.12]]
}

[12]
{
  "formula": "C5H7NO",
  "method": "ωB97M-V with the def2-TZVPD basis set",
  "homo_lumo_gap_ev": [8.34, 8.33],
  "total_charge": 0,
  "symbols": ["N", "C", "O", "C", "C", "C", "C", "H", "H", "H", "H", "H", "H", "H"],
  "positions_angstrom": [[2.6012, -0.0134, 0.4949], [1.4451, -0.0972, 0.0161], [0.7023, -1.1828, -0.3848], [-0.4491, -0.3585, -0.7331], [-1.6841, -0.6872, 0.0900], [-0.3239, 1.7629, 0.6823], [0.3602, 0.9064, -0.3027], [3.0408, -0.9292, 0.5857], [-0.6299, -0.4270, -1.8079], [-1.3831, -1.1915, 1.0140], [-2.3730, -1.3397, -0.4507], [0.2937, 1.7704, 1.6027], [-2.2135, 0.2350, 0.3527], [0.6132, 1.5517, -1.1592]],
  "atomic_forces_ev_per_a": [[-0.42, -0.16, -0.17], [0.45, 0.14, 0.30], [0.10, -0.06, -0.03], [-0.36, 0.02, -0.19], [0.00, -0.06, -0.01], [0.33, -0.19, 0.01], [-0.18, 0.12, 0.08], [-0.02, 0.03, -0.01], [0.01, 0.03, 0.12], [-0.04, 0.10, -0.10], [0.12, 0.02, 0.07], [0.00, 0.20, -0.11], [0.03, -0.15, -0.10], [-0.05, -0.04, 0.13]]
}

In order of appearance, energy above the lowest of the compared OMol25 structures with the same formula, charge and spin = 120.6, 31.8, 71.6, 157.3, 108.6, 110.1, 70.1, 57.5, 18.8, 18.9, 120.8, 117.2 kcal/mol.